Below is a molecular structure, C13H36F3O9SSn2, with properties calculated with wB97M-V/def2-TZVPD.

Structure (XYZ):
```
64
Properties=species:S:1:pos:R:3:lowdin_charge:R:1
Sn -12.1409 6.8834 -23.3214 1.806
Sn -11.2559 6.7793 -16.8982 1.780
C -7.7025 6.0940 -20.8013 -0.632
F -7.3842 5.8387 -22.0762 0.126
F -6.7953 5.4357 -20.0804 0.162
F -7.6971 7.4006 -20.6129 0.162
S -9.3984 5.3120 -20.4445 0.538
O -9.2361 3.8996 -20.6238 -0.240
O -9.6872 5.6904 -19.0409 -0.470
O -10.3185 5.9088 -21.4253 -0.485
C -7.6127 9.7795 -23.0307 -0.055
C -8.7710 8.9526 -23.5656 -0.307
O -10.0004 9.1265 -22.8935 -0.151
H -7.3469 9.4818 -22.0128 0.063
H -7.7768 10.8564 -23.0205 0.096
H -6.6947 9.6254 -23.5982 0.093
H -8.5918 7.8809 -23.7011 0.093
H -8.8829 9.3453 -24.5817 0.127
H -9.8793 9.3212 -21.9568 0.095
C -8.3055 4.6682 -24.9054 -0.037
C -9.5280 4.0622 -24.1925 -0.283
O -10.7558 4.6137 -24.6564 -0.170
H -8.2314 4.1401 -25.8549 0.095
H -7.4379 4.4031 -24.2999 0.060
H -8.3530 5.7502 -25.0196 0.069
H -9.4585 4.1023 -23.1061 0.075
H -9.5643 2.9831 -24.3671 0.121
H -10.9672 4.3707 -25.5662 0.118
C -6.9954 5.0150 -16.3689 -0.058
C -7.2863 6.4113 -16.8397 -0.267
O -8.4250 6.9777 -16.1413 -0.191
H -6.0060 4.7588 -16.7505 0.103
H -7.6662 4.2286 -16.7277 0.082
H -7.0640 4.9000 -15.2875 0.092
H -7.2581 6.5020 -17.9239 0.088
H -6.4615 7.0417 -16.4947 0.137
H -8.1588 7.6087 -15.4643 0.110
C -5.8230 2.6471 -22.3191 -0.098
C -4.4558 2.0775 -21.9504 -0.258
O -3.6335 2.3860 -23.0806 -0.067
H -5.8681 3.7404 -22.3982 0.031
H -6.5924 2.5118 -21.5458 0.066
H -6.2427 2.3148 -23.2686 0.076
H -4.5204 1.0023 -21.8157 0.120
H -4.0806 2.6253 -21.0839 0.113
H -3.4294 3.3347 -23.0420 0.039
C -9.8545 -0.4137 -22.3611 -0.067
C -9.9557 1.0433 -21.9920 -0.350
O -9.3928 1.2059 -20.7139 -0.085
H -8.8387 -0.6660 -22.6538 0.084
H -10.5586 -0.7155 -23.1396 0.080
H -10.2120 -1.0095 -21.5200 0.085
H -10.9705 1.4621 -21.9283 0.111
H -9.4228 1.6321 -22.7535 0.079
H -9.4290 2.1372 -20.4599 0.015
C -4.7999 6.6130 -23.4623 -0.081
C -3.7896 6.0397 -22.4739 -0.288
O -2.8669 5.1452 -23.0695 -0.069
H -5.5506 7.2874 -23.0468 0.044
H -5.4012 5.8674 -23.9916 0.059
H -4.2950 7.1159 -24.2897 0.086
H -4.2654 5.4928 -21.6597 0.098
H -3.2113 6.8516 -22.0265 0.120
H -2.1978 5.5838 -23.6027 0.114
```

Gap between HOMO and LUMO   0.052 hartree
ΔE to the lowest compared entry with this formula, charge and spin   111.6 kJ/mol
LUMO level   -13.15 eV
Molecular weight   662.91 g/mol
Total charge   +3

=====

Below is a molecular structure, C13H37Br3N6O2P2, with properties calculated with wB97M-V/def2-TZVPD.

Structure (XYZ):
```
63
Properties=species:S:1:pos:R:3:lowdin_charge:R:1
O 5.1246 -2.2775 -2.0863 -0.278
P 4.2420 -2.3835 -3.2542 0.472
N 4.3205 -3.7550 -4.1616 -0.306
C 3.4820 -4.9164 -3.9464 -0.109
C 5.4266 -3.9456 -5.0896 -0.107
N 4.5582 -1.1674 -4.3413 -0.304
C 4.1755 -1.1707 -5.7418 -0.122
C 5.2218 0.0331 -3.8537 -0.107
N 2.6491 -2.3110 -2.8026 -0.317
C 1.5665 -2.3495 -3.7572 -0.115
C 2.2560 -2.0674 -1.4319 -0.137
H 2.7667 -5.0564 -4.7684 0.081
H 2.8847 -4.7795 -3.0454 0.080
H 4.0725 -5.8259 -3.8357 0.082
H 6.2059 -3.2102 -4.8999 0.084
H 5.1071 -3.8498 -6.1316 0.077
H 5.8545 -4.9390 -4.9444 0.082
H 3.7578 -0.2020 -6.0176 0.084
H 5.0454 -1.3503 -6.3887 0.079
H 3.4728 -1.9764 -5.9350 0.065
H 6.0866 -0.2063 -3.2357 0.074
H 5.6269 0.5999 -4.6958 0.079
H 4.5442 0.6810 -3.2915 0.082
H 1.3081 -1.3430 -4.1110 0.088
H 1.8314 -2.9519 -4.6255 0.059
H 0.6862 -2.8022 -3.2971 0.086
H 3.1096 -1.9897 -0.7639 0.072
H 1.5635 -2.8362 -1.0811 0.036
H 1.7560 -1.0888 -1.3540 0.087
O -3.1070 3.9429 1.5455 -0.272
P -3.5070 3.1013 2.6812 0.456
N -2.4898 3.2705 3.9717 -0.298
C -2.8888 3.1177 5.3542 -0.106
C -1.1375 3.7483 3.7069 -0.110
N -3.5065 1.4933 2.2840 -0.290
C -3.2958 0.4415 3.2605 -0.144
C -4.0807 1.1287 0.9965 -0.098
N -5.0474 3.4533 3.1912 -0.293
C -5.3280 4.8566 3.4353 -0.117
C -5.8881 2.4857 3.8802 -0.111
H -2.0092 2.9484 5.9750 0.084
H -3.4880 2.2123 5.5025 0.059
H -3.4781 3.9574 5.7341 0.081
H -0.4486 3.3221 4.4446 0.076
H -1.0559 4.8348 3.7877 0.084
H -0.8059 3.4011 2.7320 0.065
H -2.4758 0.6872 3.9331 0.049
H -4.1739 0.2646 3.9013 0.073
H -3.0751 -0.4996 2.7585 0.063
H -3.9745 0.0523 0.8588 0.079
H -5.1412 1.3903 0.9277 0.078
H -3.5322 1.6124 0.1898 0.080
H -4.4541 5.4640 3.2004 0.076
H -6.1408 5.2149 2.7978 0.085
H -5.5791 5.0390 4.4863 0.079
H -5.4823 2.1292 4.8344 0.062
H -6.0857 1.6161 3.2526 0.072
H -6.8485 2.9421 4.1230 0.085
C -0.1677 -1.6529 3.0432 -1.657
Br 0.4707 -2.0487 4.7957 0.595
Br 0.5798 -2.8427 1.7143 0.605
Br 0.1733 0.1745 2.5808 0.613
H -1.2328 -1.8210 3.0079 -0.050
```

Gap between HOMO and LUMO   0.311 hartree
LUMO level   0.07 eV
Molecular weight   611.14 g/mol
Total charge   0

=====

Below is a molecular structure, C13H37BrNNbO11P3, with properties calculated with wB97M-V/def2-TZVPD.

Structure (XYZ):
```
67
Properties=species:S:1:pos:R:3:lowdin_charge:R:1
O -0.0460 -6.6738 -4.9513 -0.006
N -0.7232 -5.7634 -5.2680 -0.114
O -1.2903 -5.2117 -4.1664 -0.236
C -2.2111 -4.1347 -4.4992 -0.426
Nb -4.2584 -4.8951 -5.2064 0.842
P -6.5154 -5.9753 -5.8575 0.126
O -7.7727 -5.0587 -5.2163 -0.543
Br -6.6389 -7.9488 -4.7420 -0.019
H -1.7962 -3.4448 -5.2379 0.025
H -2.3937 -3.6221 -3.5535 0.020
H -3.4590 -6.3240 -6.0120 -0.145
H -4.1157 -4.0050 -6.8291 -0.186
H -5.0971 -3.3742 -4.5811 -0.165
H -4.3921 -5.7398 -3.5938 -0.152
H -7.4382 -4.7556 -4.3607 -0.013
O -0.8606 0.1886 0.4636 -0.245
P -1.3589 0.2100 -0.9533 0.655
O -1.5384 1.8565 -1.1139 -0.209
C -0.5044 2.7558 -0.7322 -0.294
C 0.3914 3.1234 -1.9007 -0.082
O -2.9063 -0.2077 -0.6130 -0.219
C -3.2324 -0.9396 0.5670 -0.290
C -3.6510 -0.0025 1.6844 -0.079
O -1.8771 0.0587 -2.5393 -0.189
C -1.0195 0.3507 -3.6288 -0.287
C 0.3013 -0.3882 -3.5601 -0.078
H 0.0938 2.3535 0.0877 0.097
H -0.9957 3.6577 -0.3601 0.117
H 0.9488 2.2512 -2.2523 0.063
H 1.1127 3.8882 -1.6087 0.077
H -0.1982 3.5003 -2.7374 0.075
H -2.4026 -1.5758 0.8718 0.101
H -4.0625 -1.6012 0.3141 0.118
H -2.9490 0.8229 1.8006 0.067
H -3.7236 -0.5385 2.6325 0.073
H -4.6235 0.4404 1.4622 0.074
H -0.8723 1.4319 -3.6976 0.097
H -1.5449 0.0549 -4.5383 0.127
H 0.8187 -0.1980 -2.6109 0.064
H 0.9532 -0.0852 -4.3795 0.084
H 0.1362 -1.4649 -3.6286 0.079
O 3.6417 3.0201 2.5423 -0.233
P 3.8765 2.5942 3.9512 0.569
O 2.4072 2.0677 4.4549 -0.192
C 1.5825 1.2599 3.6140 -0.278
C 1.7848 -0.2187 3.8792 -0.072
O 3.9657 4.0388 4.7037 -0.211
C 4.2072 5.2338 3.9626 -0.294
C 2.9037 5.9275 3.6176 -0.076
O 4.6726 1.9665 5.2458 -0.184
C 4.9375 0.5692 5.3351 -0.282
C 5.6190 0.0085 4.1034 -0.084
H 1.7482 1.4774 2.5582 0.102
H 0.5486 1.5254 3.8388 0.121
H 2.7952 -0.5292 3.5988 0.060
H 1.0770 -0.8131 3.3009 0.080
H 1.6496 -0.4448 4.9383 0.078
H 4.7941 5.0248 3.0692 0.101
H 4.8128 5.8861 4.5952 0.113
H 2.1780 5.2315 3.1984 0.073
H 3.0717 6.7338 2.9016 0.075
H 2.4509 6.3513 4.5158 0.074
H 4.0105 0.0338 5.5567 0.101
H 5.5864 0.4290 6.2010 0.121
H 5.0439 0.2190 3.1948 0.066
H 5.7442 -1.0703 4.1934 0.085
H 6.6032 0.4622 3.9750 0.083
```

Gap between HOMO and LUMO   0.189 hartree
LUMO level   0.58 eV
Molecular weight   649.17 g/mol
Total charge   -1

=====

Below is 7 unconnected molecules or ions with the total composition C13H37FN14O8PS3, with properties calculated with wB97M-V/def2-TZVPD.

Structure (XYZ):
```
77
Properties=species:S:1:pos:R:3:lowdin_charge:R:1
O -0.8411 -1.1165 2.3494 -0.428
S -0.3990 -0.7218 0.9619 0.594
O 0.0078 0.7536 0.9662 -0.465
F -1.6027 -0.8687 -0.2395 -0.366
P 1.3785 -1.8527 0.2695 0.327
C 3.0180 -2.6303 -0.3736 -0.397
C 3.8320 -1.5755 -1.3216 -0.313
C 4.7197 -0.5441 -0.4558 -0.495
S 5.0235 1.0933 -1.2738 0.815
C 3.7361 2.3310 -0.8287 -0.976
S 3.1601 3.3394 -2.0714 0.570
N 3.1783 2.5619 0.5073 -0.129
C 2.2287 3.6431 0.8316 -0.094
C 1.8761 3.5534 2.3405 -0.100
N 2.6428 2.4213 2.9168 0.018
C 3.3922 1.9054 1.7888 -0.127
H 0.5826 -2.9644 -0.1507 -0.062
H 1.2025 -1.2821 -1.0572 -0.031
H 2.1598 -0.7341 0.7427 -0.037
H 1.5067 -2.4951 1.5789 -0.026
H 3.6704 -3.0583 0.4669 0.074
H 2.6998 -3.5434 -1.0188 0.071
H 4.5689 -2.2399 -1.9270 0.093
H 3.1239 -1.0856 -2.0721 0.086
H 4.2831 -0.4895 0.5978 0.054
H 5.7623 -1.0417 -0.3383 0.088
H 1.7873 4.4454 0.1597 0.076
H 1.1691 4.2284 2.9332 0.090
H 4.0877 1.0323 1.9829 0.088
C 7.0347 1.9633 2.3734 -0.670
O 6.0173 1.3219 2.1680 0.002
N 8.0486 1.5001 3.1462 0.148
N 7.2392 3.1944 1.8470 0.163
H 8.8927 2.0120 3.3273 0.090
H 7.9330 0.5872 3.5558 0.107
H 6.5069 3.5729 1.2664 0.110
H 8.0677 3.7389 2.0030 0.093
C -4.5077 1.1803 1.9481 -0.701
O -5.5338 1.5398 2.5126 -0.006
N -4.2933 -0.1004 1.5671 0.164
N -3.4955 2.0339 1.6556 0.164
H -3.4587 -0.4127 1.1020 0.061
H -5.0204 -0.7668 1.7682 0.102
H -3.6166 2.9974 1.9237 0.100
H -2.6433 1.7579 1.1946 0.085
C -3.1859 5.6137 -0.2693 -0.710
O -2.0621 5.5106 0.1942 0.030
N -3.9718 4.5400 -0.5280 0.146
N -3.7478 6.8126 -0.5668 0.146
H -4.8986 4.6038 -0.9086 0.105
H -3.5904 3.6306 -0.3198 0.074
H -3.1947 7.6352 -0.3887 0.105
H -4.6702 6.9188 -0.9484 0.091
C -2.0217 2.8957 -4.0234 -0.701
O -2.0401 3.3725 -5.1505 0.002
N -1.5395 1.6573 -3.7605 0.160
N -2.4823 3.5654 -2.9391 0.154
H -1.5151 1.2486 -2.8424 0.097
H -1.1871 1.1272 -4.5406 0.106
H -2.8484 4.4905 -3.0921 0.098
H -2.4762 3.1923 -2.0086 0.074
C -0.4896 -5.7056 -0.2544 -0.679
O 0.3847 -4.8559 -0.1575 -0.016
N -1.8034 -5.4216 -0.1058 0.153
N -0.2174 -7.0103 -0.5201 0.138
H -2.5441 -6.1074 -0.1819 0.036
H -2.0444 -4.4639 0.0925 0.108
H 0.7503 -7.2623 -0.6376 0.098
H -0.9202 -7.7223 -0.6035 0.086
C -5.3722 -5.9753 -0.7020 -0.655
O -4.2424 -6.0791 -0.2458 0.011
N -6.1597 -7.0484 -0.9561 0.153
N -5.9335 -4.7787 -0.9927 0.164
H -7.0889 -6.9842 -1.3302 0.096
H -5.7765 -7.9573 -0.7524 0.108
H -5.3781 -3.9560 -0.8175 0.116
H -6.8584 -4.6711 -1.3675 0.098
```

Gap between HOMO and LUMO   0.210 hartree
ΔE to the lowest compared entry with this formula, charge and spin   436.2 kJ/mol
LUMO level   1.75 eV
Molecular weight   663.70 g/mol
Total charge   -1